Entry 1:
Density functional theory data (ωB97M-V/def2-TZVPD) for one molecule with the formula C6H12N2O in a non-equilibrium geometry.

Structure (XYZ):
```
21
Properties=species:S:1:pos:R:3:forces:R:3:mulliken_charge:R:1
C -0.9324 -1.8641 -1.7146 -1.59 -2.35 0.49 -0.122
C 0.5045 -1.6847 -1.7070 -2.33 2.53 3.23 -1.082
C -1.6907 -0.6011 -1.1212 -3.29 0.18 -1.87 -0.498
C 0.2089 0.2941 -0.3071 1.78 -0.79 -1.99 0.428
C 0.7202 0.7310 2.7872 -1.13 -0.36 0.76 -0.849
C 0.7422 1.8330 1.7145 -1.77 -0.19 -0.96 -0.402
N 0.7179 1.5643 -0.8470 -2.47 0.26 0.07 -0.661
N 1.0070 1.0396 0.4834 3.18 0.49 0.44 -0.054
O -1.0212 -0.0433 -0.0131 -1.80 -0.15 -0.52 -0.235
H -1.2902 -2.0684 -2.7708 0.06 0.49 1.21 0.284
H -1.2502 -2.8328 -1.0949 0.64 2.10 -1.13 0.214
H 1.1500 -2.0964 -1.0463 1.40 -1.87 2.20 0.435
H 1.0226 -1.2956 -2.4559 1.66 1.72 -3.67 0.408
H -1.8323 0.1822 -2.0208 0.58 -1.44 2.16 0.267
H -2.8235 -0.9045 -0.8027 2.94 0.82 -0.47 0.239
H -0.1015 0.8823 3.5928 2.06 0.21 -0.76 0.295
H 0.3243 -0.1798 2.3194 0.33 0.07 0.00 0.229
H 1.8041 0.5097 3.0846 -1.85 0.38 0.19 0.278
H -0.1903 2.4583 1.4726 0.79 -1.06 0.94 0.322
H 1.5027 2.5678 2.0171 0.21 -0.40 -0.97 0.261
H 1.4280 1.5084 -1.5704 0.61 -0.64 0.66 0.241
```
Positions in Å, forces in eV/Å.

Results
- net charge = 0
- ΔE to the lowest compared entry with this formula, charge and spin (eV) = 7.287
- DFT total energy (hartree) = -420.3161
- HOMO-LUMO gap (spin up / spin down) (eV) = 8.26 / 8.26
- molar mass (g/mol) = 128.17
- LUMO energy (spin up / spin down) (eV) = 0.8314 / 0.8322

Entry 2:
Density functional theory data (ωB97M-V/def2-TZVPD) for one molecule with the formula C6H12N2O in a non-equilibrium geometry.

Structure (XYZ):
```
21
Properties=species:S:1:pos:R:3:forces:R:3:mulliken_charge:R:1
C -1.2504 -1.6467 0.2727 0.09 1.92 -1.39 -1.799
C -0.4291 -0.3375 0.5999 0.83 -3.55 -1.98 1.166
O 0.1525 -0.3965 1.8895 -0.80 0.46 0.10 -0.581
C -1.2421 0.8810 0.2004 -1.25 1.96 -1.08 -0.864
C -0.3947 1.2504 -1.0811 -0.25 3.37 2.64 -0.150
N 0.6977 2.0906 -1.6817 0.32 0.48 1.08 -0.634
C 0.9801 1.1247 -0.5846 -0.34 -0.09 -0.55 0.091
C 0.9586 -0.3696 -0.4433 -1.27 0.73 0.85 -0.484
N 2.0228 -1.0362 0.1343 1.14 -1.49 0.91 -0.646
H -2.1545 -1.7088 0.8177 -0.97 0.03 1.07 0.527
H -1.6188 -1.6961 -0.7953 0.79 0.31 0.92 0.304
H -0.6557 -2.4805 0.4736 0.98 -1.44 0.26 0.497
H -0.5377 -0.5552 2.5472 0.11 0.01 -0.09 0.360
H -1.2284 1.6336 1.0015 0.04 -0.06 -0.30 0.316
H -2.3557 0.7092 -0.1079 2.02 -0.07 0.79 0.265
H -0.6704 0.6420 -1.8429 -0.62 -2.06 -2.05 0.308
H 0.9276 2.9895 -1.2177 -0.66 -0.49 -0.56 0.296
H 1.1157 1.6382 0.3955 -0.06 -0.49 -0.62 0.187
H 0.7014 -0.9190 -1.3307 -0.47 0.24 -0.68 0.393
H 2.9015 -0.9610 -0.3602 -0.15 0.12 0.19 0.232
H 2.0795 -0.8522 1.1131 0.51 0.11 0.52 0.216
```
Positions in Å, forces in eV/Å.

Results
- net charge = 0
- ΔE to the lowest compared entry with this formula, charge and spin (eV) = 4.866
- DFT total energy (hartree) = -420.4051
- HOMO-LUMO gap (eV) = 8.96
- SMILES = C[C@]1(O)C[C@H]2N[C@@H]2[C@H]1N
- molar mass (g/mol) = 128.17
- LUMO energy (eV) = 0.7715

Entry 3:
Density functional theory data (ωB97M-V/def2-TZVPD) for C6H12N2O as an isolated structure in a non-equilibrium geometry.

Structure (XYZ):
```
21
Properties=species:S:1:pos:R:3:forces:R:3:mulliken_charge:R:1
C 1.7973 0.3654 0.6926 -0.13 -0.07 -0.19 -0.508
C 2.1806 -1.1051 0.7361 -0.01 0.07 0.09 -1.081
C 0.6098 0.6678 -0.2356 -1.06 0.15 0.38 0.266
O 0.7605 0.1556 -1.4767 -1.01 -0.21 -0.74 -0.696
H 0.4316 1.7597 -0.2376 0.14 -0.04 -0.01 0.219
H 2.6346 0.9482 0.2972 -0.04 0.00 0.04 0.342
H 1.5814 0.7455 1.6956 0.00 0.02 -0.03 0.350
H 2.3808 -1.4755 -0.2679 -0.03 -0.02 0.01 0.272
H 1.3834 -1.7089 1.1823 0.04 -0.02 -0.07 0.233
H 3.0707 -1.2541 1.3486 0.01 0.02 -0.01 0.386
C -2.0597 0.7507 -0.7594 -0.89 0.36 -0.91 0.638
N -1.6575 0.4217 -1.9371 0.11 -0.46 0.67 -0.526
C -0.7351 0.0656 0.4761 1.53 -0.36 0.30 -0.575
C -0.9462 -1.2753 0.3967 -0.37 0.58 -0.31 -0.809
N -3.0064 1.2963 -0.1623 0.36 -0.15 0.14 -0.716
H -0.3284 0.2141 -1.9154 1.52 -0.10 0.54 0.391
H -2.0894 0.9060 -2.7100 -0.09 0.30 0.13 0.243
H -2.9073 1.6092 0.7913 0.01 -0.07 -0.02 0.279
H -0.9582 0.5497 1.4228 -0.19 0.04 -0.02 0.675
H -0.6837 -1.8063 -0.5082 0.21 -0.04 -0.01 0.316
H -1.4589 -1.8303 1.1710 -0.11 0.02 0.03 0.301
```
Positions in Å, forces in eV/Å.

Results
- net charge = 0
- ΔE to the lowest compared entry with this formula, charge and spin (eV) = 3.874
- DFT total energy (hartree) = -420.4415
- HOMO-LUMO gap (spin up / spin down) (eV) = 8.20 / 8.20
- molar mass (g/mol) = 128.17
- LUMO energy (spin up / spin down) (eV) = -0.9058 / -0.9067

Entry 4:
Density functional theory data (ωB97M-V/def2-TZVPD) for a 2-piece molecular cluster, C6H12N2O overall in a non-equilibrium geometry.

Structure (XYZ):
```
21
Properties=species:S:1:pos:R:3:forces:R:3:mulliken_charge:R:1
C -1.0501 1.2306 -3.0946 -0.71 -0.97 0.28 -1.087
C -0.0562 0.3899 -2.3749 1.49 -0.11 -0.19 0.625
C 1.0768 -0.2498 -2.8792 -1.48 0.75 1.06 -0.585
N 1.5460 -0.9678 -1.8150 1.30 -0.32 -0.72 -0.038
C 0.7945 -0.7466 -0.7355 -1.41 0.92 -0.49 -0.269
N -0.1935 0.0970 -1.0454 0.23 -0.76 0.29 -0.534
H -0.6351 1.9503 -3.7930 0.03 0.13 0.12 0.323
H -1.7223 1.6608 -2.3471 0.25 0.35 -0.24 0.312
H -1.6703 0.5080 -3.6427 -0.05 0.41 -0.24 0.238
H 1.5933 -0.1933 -3.8090 0.09 -0.11 -0.38 0.396
H 2.4266 -1.4417 -1.8571 0.09 -0.34 0.26 0.188
H 0.8975 -1.2791 0.1881 0.15 0.05 0.34 0.445
C -1.2753 0.1460 3.2810 -0.82 -0.47 -0.83 -1.062
C 0.1465 0.1184 2.7576 0.90 -1.02 2.58 -0.071
O 0.5395 -1.2743 2.8070 -0.80 -0.27 -0.75 -0.564
H -1.4750 0.2678 4.3464 0.72 0.54 0.03 0.316
H -1.6976 -0.8661 3.1283 -0.02 0.58 -0.57 0.264
H -1.8056 0.9019 2.6912 -0.40 -0.28 0.37 0.297
H 0.2704 0.5612 1.7812 -0.06 0.02 -0.33 0.239
H 0.8122 0.5656 3.5148 -0.17 0.68 -0.60 0.288
H 1.4778 -1.3787 2.8980 0.67 0.23 0.03 0.278
```
Positions in Å, forces in eV/Å.

Results
- net charge = 0
- ΔE to the lowest compared entry with this formula, charge and spin (eV) = 1.051
- DFT total energy (hartree) = -420.5453
- HOMO-LUMO gap (eV) = 9.21
- SMILES = Cc1c[nH]cn1.CCO
- molar mass (g/mol) = 128.17
- LUMO energy (eV) = 0.7855

Entry 5:
Density functional theory data (ωB97M-V/def2-TZVPD) for one molecule with the formula C6H12N2O in a non-equilibrium geometry.

Structure (XYZ):
```
21
Properties=species:S:1:pos:R:3:forces:R:3:mulliken_charge:R:1
C 2.2061 -0.3776 0.8573 -0.23 -0.06 -0.04 -1.348
C 0.8244 0.0948 0.5694 0.13 0.44 0.43 -0.286
C 0.1149 1.2032 0.8860 0.28 -0.83 0.38 0.323
O 0.1213 2.1116 1.8884 -0.05 0.13 -0.52 -0.527
N -0.8228 1.1827 -0.1395 0.75 -0.75 -0.86 -0.095
N -2.1533 1.4739 0.1393 -0.24 -0.28 0.21 -0.676
C -0.1472 -0.3014 -0.4968 -0.95 1.17 0.30 1.887
C -1.1451 -1.3842 -0.1422 0.13 0.17 -0.01 -1.625
C 0.3707 -0.4181 -1.9144 -0.19 0.27 0.16 -1.690
H 2.8429 -0.2977 -0.0279 0.07 -0.01 0.00 0.264
H 2.2111 -1.4224 1.1746 0.11 -0.01 0.06 0.325
H 2.6602 0.2219 1.6466 0.08 -0.03 0.04 0.342
H 0.8553 1.9134 2.4805 -0.03 -0.06 -0.05 0.308
H -2.6745 1.5344 -0.7269 0.10 0.00 0.15 0.261
H -2.5969 0.8157 0.7805 0.03 -0.03 -0.16 0.216
H -2.0057 -1.3590 -0.8132 -0.05 -0.01 -0.06 0.354
H -0.6721 -2.3618 -0.2407 -0.02 -0.07 0.03 0.396
H -1.4907 -1.2731 0.8851 0.01 -0.03 0.03 0.417
H 0.9598 -1.3292 -2.0271 0.03 -0.05 0.04 0.358
H 0.9980 0.4366 -2.1571 0.04 0.05 -0.05 0.398
H -0.4562 -0.4638 -2.6219 -0.02 -0.01 -0.09 0.399
```
Positions in Å, forces in eV/Å.

Results
- net charge = 0
- ΔE to the lowest compared entry with this formula, charge and spin (eV) = 2.614
- DFT total energy (hartree) = -420.4878
- HOMO-LUMO gap (eV) = 8.22
- SMILES = CC1=C(O)N(N)C1(C)C
- molar mass (g/mol) = 128.17
- LUMO energy (eV) = 0.7243